Computed, not measured: one molecule with the formula C14H21NO2, with the ωB97M-V functional and the def2-TZVPD basis.

Results
Spin multiplicity: 1
Energy relative to the best compared isomer or geometry (same formula, charge and spin) in eV: 1.685

The geometry in XYZ format:
```
38
C14H21NO2 the ωB97M-V functional and the def2-TZVPD basis
C 1.377 5.129 -0.909
C 1.556 3.641 -0.930
C 1.664 2.908 0.240
C 1.831 1.532 0.222
C 1.893 0.856 -0.990
O 2.075 -0.488 -1.150
C 2.051 -1.337 -0.025
C 0.640 -1.550 0.530
C -0.259 -2.205 -0.535
N -1.657 -2.383 -0.240
C -2.026 -3.345 0.778
C -2.215 -2.721 2.169
O -3.135 -1.651 2.123
C -2.698 -0.649 1.231
C -2.504 -1.209 -0.187
C 1.786 1.589 -2.173
C 1.622 2.956 -2.140
H 1.325 5.501 0.111
H 2.209 5.618 -1.415
H 0.462 5.411 -1.429
H 1.619 3.413 1.194
H 1.919 1.009 1.162
H 2.723 -0.965 0.759
H 2.449 -2.288 -0.394
H 0.711 -2.183 1.416
H 0.220 -0.585 0.817
H 0.147 -3.196 -0.770
H -0.198 -1.601 -1.445
H -1.275 -4.135 0.820
H -2.984 -3.786 0.476
H -2.636 -3.452 2.862
H -1.253 -2.363 2.567
H -3.475 0.117 1.233
H -1.762 -0.206 1.606
H -2.095 -0.437 -0.839
H -3.490 -1.506 -0.567
H 1.840 1.056 -3.110
H 1.542 3.505 -3.066
```

---

Computed, not measured: C14H21O8 as an isolated structure, with the ωB97M-V functional and the def2-TZVPD basis.

Results
Total charge: -1
Spin multiplicity: 1
Energy relative to the best compared isomer or geometry (same formula, charge and spin) in eV: 16.319

The geometry in XYZ format:
```
43
C14H21O8 the ωB97M-V functional and the def2-TZVPD basis
C 1.838 -0.466 -0.491
C 0.948 -0.119 -1.730
O 0.439 0.975 -1.875
O 1.088 -0.877 -2.733
H 1.593 -1.461 -0.120
H 1.583 0.352 0.181
H 2.885 -0.560 -0.780
O 2.185 -2.323 1.410
C 1.038 -2.726 1.094
O -0.171 -2.332 1.707
C -1.237 -2.840 1.010
C -0.707 -3.348 -0.323
C 0.705 -3.684 -0.018
H -2.005 -2.091 0.818
H -1.731 -3.619 1.592
H -0.605 -2.598 -1.107
H -1.195 -4.211 -0.776
H 1.442 -3.731 -0.820
H 0.712 -4.744 0.233
O 1.375 2.182 1.389
C 0.828 2.550 0.382
O -0.445 3.035 0.455
C -0.987 3.389 -0.860
C 0.326 3.824 -1.596
C 1.438 3.002 -0.974
H -1.691 4.217 -0.941
H -1.287 2.520 -1.445
H 0.616 4.863 -1.439
H 0.180 3.624 -2.658
H 2.457 3.382 -0.903
H 1.746 2.180 -1.620
O -2.213 2.088 -0.225
C -1.739 1.275 0.554
O -2.578 0.494 1.310
C -1.872 -0.596 1.922
C -0.527 -0.546 1.197
C -0.311 0.796 0.584
H -2.409 -1.521 1.709
H -1.774 -0.337 2.976
H -0.638 -1.200 0.332
H 0.312 -0.896 1.799
H 0.179 0.493 -0.341
H 0.207 1.587 1.126
```

---

Computed, not measured: C14H22AsO12PSTe2Zr as an isolated structure, with the ωB97M-V functional and the def2-TZVPD basis.

Results
Total charge: -2
Spin multiplicity: 1
Energy relative to the best compared isomer or geometry (same formula, charge and spin) in eV: 0.016

The geometry in XYZ format:
```
54
C14H22AsO12PSTe2Zr the ωB97M-V functional and the def2-TZVPD basis
Zr 0.412 0.691 -0.732
O 3.759 0.288 -3.337
As 3.094 1.009 -1.765
O 1.467 0.951 -2.448
O 2.113 1.253 -0.097
C 3.938 -0.530 -0.818
C 5.330 -0.472 -0.870
C 6.128 -1.398 -0.218
C 5.544 -2.428 0.503
C 4.164 -2.522 0.550
C 3.364 -1.585 -0.097
S 1.603 -1.901 0.032
O 1.010 -1.013 1.043
O 1.462 -3.309 0.308
O 1.042 -1.463 -1.269
H 3.004 0.309 -3.937
H 5.789 0.337 -1.426
H 7.207 -1.311 -0.277
H 6.154 -3.163 1.016
H 3.685 -3.338 1.074
C 0.348 3.702 1.620
C -0.840 2.769 1.443
C -1.871 2.927 2.544
O -0.300 1.434 1.474
C -1.455 3.016 0.046
O -2.438 3.731 -0.074
O -0.815 2.431 -0.911
H 0.783 3.559 2.611
H 0.023 4.738 1.512
H 1.115 3.483 0.876
H -1.404 2.745 3.514
H -2.694 2.222 2.404
H -2.290 3.931 2.517
H -1.031 0.796 1.522
C -5.668 0.963 -1.178
C -4.335 0.802 -0.485
O -4.002 -0.600 -0.436
P -2.532 -0.997 -0.975
O -1.541 -0.288 -0.062
Te -2.198 -0.529 -3.241
O -2.513 -2.558 -0.667
C -2.131 -3.030 0.641
C -1.749 -4.485 0.510
H -5.949 2.018 -1.196
H -6.448 0.396 -0.666
H -5.585 0.604 -2.204
H -4.360 1.170 0.543
H -3.564 1.361 -1.020
H -2.980 -2.895 1.319
H -1.290 -2.440 1.005
H -2.578 -5.069 0.105
H -1.478 -4.883 1.490
H -0.883 -4.579 -0.145
Te 4.383 3.149 -1.674
```

---

Computed, not measured: C14H22B2F3I2N3O6 as an isolated structure, with the ωB97M-V functional and the def2-TZVPD basis.

Results
Spin multiplicity: 1

The geometry in XYZ format:
```
52
C14H22B2F3I2N3O6 the ωB97M-V functional and the def2-TZVPD basis
C 0.179 -0.276 -4.377
C -0.186 -0.689 -2.930
O 1.040 -0.580 -2.127
C 0.840 -0.031 -0.930
C 0.562 1.222 -0.542
C 0.372 2.443 -1.416
I 2.027 2.795 -2.750
C 0.191 3.686 -0.484
C -0.362 4.909 -1.271
I 1.995 4.289 0.533
N 0.491 1.211 0.860
C 0.744 -0.032 1.243
B 0.786 -0.359 2.830
O -0.401 -0.674 3.456
N 2.028 -0.283 3.603
C 3.131 -1.031 2.982
C 2.468 1.127 3.772
N 0.951 -0.840 0.224
C 1.241 -2.273 0.264
C 0.130 -3.118 0.951
F -0.517 -3.885 -0.001
H 0.576 -1.111 -4.962
H -0.636 0.248 -4.885
H 1.008 0.439 -4.278
H -0.454 -1.752 -2.977
H -1.003 -0.087 -2.526
H -0.565 2.310 -1.971
H -0.562 3.455 0.282
H -0.843 5.564 -0.536
H -1.141 4.589 -1.974
H 0.482 5.403 -1.759
H 0.312 1.986 1.478
H -0.616 0.089 4.019
H 3.206 -0.914 1.885
H 4.073 -0.629 3.386
H 3.132 -2.099 3.234
H 1.635 1.733 4.156
H 2.783 1.531 2.791
H 3.330 1.144 4.445
H 2.214 -2.437 0.737
H 1.316 -2.610 -0.776
H -0.606 -2.481 1.464
H 0.598 -3.826 1.647
B -4.819 -2.418 -1.526
O -4.525 -2.949 -0.161
C -3.556 -2.233 0.359
O -3.067 -2.394 1.449
C -3.139 -1.173 -0.633
O -2.262 -0.356 -0.459
O -3.861 -1.278 -1.715
F -6.128 -1.959 -1.598
F -4.590 -3.396 -2.487
```

---

Computed, not measured: C14H22BF2N5S3Sc as an isolated structure, with the ωB97M-V functional and the def2-TZVPD basis.

Results
Total charge: +1
Spin multiplicity: 1

The geometry in XYZ format:
```
48
C14H22BF2N5S3Sc the ωB97M-V functional and the def2-TZVPD basis
Sc 0.383 0.241 -0.014
C 4.205 -2.901 3.278
S 2.718 -3.659 2.578
C 1.947 -2.238 1.917
S 2.340 -1.713 0.206
N 1.189 -1.437 2.570
N 0.733 -0.396 1.875
C -0.079 0.575 2.452
C 0.071 1.870 1.948
C -0.643 2.995 2.482
C -0.404 4.235 2.001
C 0.537 4.422 0.941
C 1.131 3.327 0.412
N 0.895 2.052 0.844
H 4.789 -3.713 3.708
H 3.936 -2.198 4.063
H 4.799 -2.411 2.509
H -0.727 0.376 3.295
H -1.324 2.823 3.305
H -0.904 5.094 2.429
H 0.771 5.409 0.570
H 1.840 3.406 -0.406
C -0.932 -1.379 -2.502
C -1.396 -2.074 -1.223
N -1.510 -1.151 -0.077
C -2.807 -0.463 0.057
C -3.043 0.612 -0.995
S -1.643 1.779 -1.128
C -1.145 1.613 -2.872
C 0.117 0.786 -3.104
N 0.194 -0.437 -2.271
H -0.648 -2.136 -3.236
H -1.751 -0.820 -2.944
H -2.343 -2.585 -1.422
H -0.684 -2.851 -0.943
H -1.369 -1.687 0.775
H -3.630 -1.184 0.002
H -2.819 -0.011 1.048
H -3.239 0.190 -1.978
H -3.925 1.187 -0.720
H -1.999 1.231 -3.430
H -0.971 2.620 -3.250
H 0.187 0.541 -4.168
H 0.997 1.389 -2.865
H 1.053 -0.915 -2.527
F 1.987 -3.034 -2.106
B 1.834 -3.148 -0.784
F 1.279 -4.229 -0.302
```

---

Computed, not measured: C14H22Br2O9 as an isolated structure, with the ωB97M-V functional and the def2-TZVPD basis.

Results
Spin multiplicity: 1
Energy relative to the best compared isomer or geometry (same formula, charge and spin) in eV: 16.730

The geometry in XYZ format:
```
47
C14H22Br2O9 the ωB97M-V functional and the def2-TZVPD basis
C 0.268 -1.279 3.257
C -0.335 0.055 2.934
C -1.814 0.229 3.437
O -1.854 1.452 4.115
C -0.602 1.754 4.425
O -0.278 2.670 5.216
O 0.285 0.943 3.842
H 0.276 -1.595 4.300
H 1.268 -1.337 2.828
H -0.355 -2.053 2.807
H -0.141 0.419 1.925
H -2.222 -0.594 4.024
H -2.445 0.199 2.549
C -0.840 -1.725 -0.147
C 0.407 -1.882 0.765
C 1.237 -3.072 0.386
O 2.525 -2.611 0.534
C 2.526 -1.294 0.630
O 3.525 -0.585 0.599
O 1.329 -0.890 0.414
H -1.176 -0.690 -0.097
H -1.604 -2.450 0.135
H -0.851 -2.105 -1.169
H 0.199 -1.958 1.832
H 1.054 -3.445 -0.622
H 0.857 -3.868 1.027
C 1.229 1.922 -4.452
C -0.047 1.804 -3.692
C -1.340 1.441 -4.410
O -1.966 0.632 -3.509
C -1.044 0.111 -2.581
O -1.340 -0.840 -1.805
O 0.147 0.778 -2.701
H 1.517 0.986 -4.929
H 2.092 2.013 -3.792
H 1.242 2.704 -5.211
H -0.195 2.636 -3.003
H -1.052 0.969 -5.349
H -1.890 2.343 -4.678
Br 2.468 0.965 -0.783
C 0.813 1.102 0.447
C -0.478 0.987 -0.401
Br -1.904 0.837 0.970
H 0.787 2.099 0.887
H 0.884 0.258 1.134
H -0.525 0.110 -1.048
H -0.637 1.857 -1.039
```

---

Computed, not measured: a 4-piece molecular cluster, C14H22Cl2O6 overall, with the ωB97M-V functional and the def2-TZVPD basis.

Results
Spin multiplicity: 1
Energy relative to the best compared isomer or geometry (same formula, charge and spin) in eV: 0.000

The geometry in XYZ format:
```
44
C14H22Cl2O6 the ωB97M-V functional and the def2-TZVPD basis
O -9.098 21.531 -3.591
C -9.768 20.842 -2.827
C -10.117 19.375 -2.916
C -10.495 19.040 -1.486
C -10.807 20.383 -0.903
O -10.195 21.316 -1.704
H -10.986 19.151 -3.534
H -9.310 18.756 -3.308
H -11.333 18.348 -1.408
H -9.676 18.536 -0.972
H -11.893 20.475 -0.914
H -10.577 20.398 0.162
O -20.001 30.693 5.086
C -19.749 29.854 4.269
C -20.653 28.908 3.578
C -19.868 28.546 2.317
C -18.415 28.581 2.857
O -18.452 29.532 3.894
H -20.708 28.015 4.201
H -21.577 29.453 3.381
H -20.174 27.565 1.951
H -20.123 29.288 1.561
H -18.140 27.611 3.272
H -17.656 28.856 2.124
O -17.485 21.126 1.259
C -18.161 20.719 0.352
C -18.732 21.443 -0.858
C -18.847 20.323 -1.902
C -19.211 19.167 -1.042
O -18.555 19.424 0.217
H -19.740 21.717 -0.547
H -18.168 22.335 -1.128
H -19.587 20.569 -2.664
H -17.867 20.101 -2.323
H -20.286 18.989 -1.010
H -18.651 18.358 -1.510
Cl -16.861 26.244 -5.340
C -15.294 25.621 -5.829
C -14.142 26.507 -5.435
Cl -13.954 26.597 -3.597
H -15.295 25.552 -6.917
H -15.262 24.563 -5.569
H -14.311 27.534 -5.759
H -13.144 26.198 -5.745
```

---

Computed, not measured: a 3-piece molecular cluster, C14H22Cl4FI2NO2 overall, with the ωB97M-V functional and the def2-TZVPD basis.

Results
Spin multiplicity: 1

The geometry in XYZ format:
```
46
C14H22Cl4FI2NO2 the ωB97M-V functional and the def2-TZVPD basis
C 2.018 2.556 -2.358
C 1.980 1.058 -2.393
I 2.996 0.299 -4.071
C 1.367 0.254 -1.508
I 0.420 1.333 0.053
C 1.324 -1.288 -1.564
C 2.733 -1.921 -1.496
C 3.683 -1.265 -0.478
C 3.881 -2.087 0.788
F 3.980 -1.253 1.902
C 0.536 -1.675 -2.884
N -0.802 -2.237 -2.544
C -0.971 -1.912 -1.149
O -2.023 -1.656 -0.624
C 0.423 -2.026 -0.550
O 0.543 -1.838 0.832
H 2.451 2.917 -1.428
H 2.598 2.954 -3.183
H 1.005 2.949 -2.446
H 2.602 -2.970 -1.230
H 3.201 -1.924 -2.473
H 3.347 -0.269 -0.202
H 4.652 -1.141 -0.958
H 4.801 -2.668 0.738
H 3.042 -2.757 0.970
H 1.093 -2.364 -3.512
H 0.360 -0.777 -3.464
H -0.708 -3.250 -2.542
H 0.615 -3.092 -0.700
H 1.037 -1.040 1.039
Cl -1.755 1.303 3.672
C -1.649 -0.391 3.107
C -2.910 -1.163 3.375
Cl -3.184 -1.444 5.118
H -0.791 -0.845 3.595
H -1.466 -0.363 2.039
H -2.838 -2.139 2.899
H -3.782 -0.645 2.986
Cl -4.921 5.927 0.549
C -4.742 4.166 0.771
C -3.854 3.823 1.937
Cl -2.154 4.263 1.641
H -4.350 3.756 -0.155
H -5.739 3.764 0.944
H -3.874 2.748 2.112
H -4.172 4.331 2.843
```

---

Number 1: lowest unoccupied orbital energy 0.85 eV, Kohn-Sham gap 8.7858 eV, highest occupied orbital energy -7.940 eV. Number 2: lowest unoccupied orbital energy 2.83 eV, Kohn-Sham gap 7.1364 eV, highest occupied orbital energy -4.307 eV. Number 3: lowest unoccupied orbital energy 4.21 eV, Kohn-Sham gap 5.7202 eV, highest occupied orbital energy -1.507 eV. Number 4: lowest unoccupied orbital energy -0.79 eV, Kohn-Sham gap 8.5194 eV, highest occupied orbital energy -9.314 eV. Number 5: lowest unoccupied orbital energy -2.69 eV, Kohn-Sham gap 6.5316 eV, highest occupied orbital energy -9.221 eV. Number 6: lowest unoccupied orbital energy 0.36 eV, Kohn-Sham gap 8.6473 eV, highest occupied orbital energy -8.287 eV. Number 7: lowest unoccupied orbital energy 0.23 eV, Kohn-Sham gap 10.4817 eV, highest occupied orbital energy -10.249 eV. Number 8: lowest unoccupied orbital energy -0.22 eV, Kohn-Sham gap 9.0165 eV, highest occupied orbital energy -9.240 eV.